30
Properties=species:S:1:pos:R:3 method="wB97M-V/def2-TZVPD" multiplicity=1 smiles=CCOCC.CCOCC homo_lumo_gap_ev=10.69 total_energy_ev=-12713.88997
C -1.86468 -1.54466 1.68921
C -2.42930 -0.28340 2.29796
O -1.48392 0.75927 2.25468
C -1.33162 1.31198 0.92042
C -0.58092 2.57399 1.10738
H -2.63368 -2.33398 1.73654
H -0.97237 -1.88947 2.23830
H -1.58833 -1.38559 0.63330
H -3.41120 0.04301 1.90455
H -2.54547 -0.46572 3.38365
H -0.84916 0.68675 0.14469
H -2.31090 1.64332 0.52460
H -1.12889 3.18044 1.84803
H -0.54456 3.12973 0.15531
H 0.45090 2.42603 1.46800
C 0.02987 -2.16199 -1.48023
C 1.55031 -2.00547 -1.16875
O 2.06548 -0.88593 -1.96439
C 2.07344 0.38887 -1.25818
C 2.63739 1.55571 -2.11486
H -0.54170 -1.38504 -0.94519
H -0.38375 -3.14919 -1.21381
H -0.09764 -2.00824 -2.56499
H 1.66601 -1.73914 -0.10051
H 2.06897 -2.96948 -1.33337
H 1.06388 0.68125 -0.91067
H 2.71312 0.26046 -0.36389
H 3.51086 1.23475 -2.70701
H 2.96645 2.31516 -1.38578
H 1.90141 2.01656 -2.79497

***

48
Properties=species:S:1:pos:R:3 method="wB97M-V/def2-TZVPD" multiplicity=1 total_charge=+1 homo_lumo_gap_ev=7.46 total_energy_ev=-197067.62079
C -0.12530 2.86793 -0.50525
C 0.48472 1.99579 -1.58143
C -0.47769 1.37420 -2.62591
I -0.73028 2.72273 -4.28216
P -2.02381 0.72082 -1.93533
C -1.58178 -0.39509 -0.60145
C -0.55791 -1.48520 -1.06354
C 0.76146 -1.35156 -0.30805
Cl 2.11261 -1.64952 -1.42130
O -2.80307 -0.19589 -2.99269
N -2.28142 -0.21135 -4.41118
O -1.67724 -1.15340 -4.61200
C -3.23841 1.87860 -1.26158
Br -3.88645 3.16936 -2.55113
C -4.39272 1.01378 -0.64206
C -5.78808 1.25583 -1.13566
Br -4.30829 1.18939 1.28909
H -0.61071 2.31524 0.28924
H 0.67242 3.42712 -0.03672
H -0.80381 3.60386 -0.91960
H 1.14821 2.62675 -2.15220
H 1.09924 1.19830 -1.18605
H 0.01447 0.51231 -3.05373
H -2.47817 -0.87999 -0.23990
H -1.16302 0.17155 0.21902
H -1.02036 -2.44974 -0.93331
H -0.35251 -1.33102 -2.11215
H 0.85529 -0.37554 0.14274
H 0.76275 -2.06483 0.50210
H -2.80596 2.44837 -0.45888
H -4.18589 -0.02637 -0.83330
H -6.15379 2.24301 -0.89959
H -5.88013 1.03789 -2.18911
H -6.43186 0.55460 -0.61887
C 5.44653 -3.11116 3.46375
C 4.13128 -3.35726 3.83381
C 3.16825 -2.37759 3.66582
C 3.54197 -1.16164 3.12207
C 4.84834 -0.89590 2.75370
C 5.80416 -1.88154 2.92801
N 2.52069 -0.12817 2.91458
O 1.37677 -0.38202 3.25300
O 2.86410 0.91964 2.39882
H 6.19567 -3.87998 3.59469
H 3.85561 -4.31350 4.25503
H 2.14495 -2.56089 3.95613
H 5.11987 0.06218 2.33756
H 6.82932 -1.69013 2.64500

***

15
Properties=species:S:1:pos:R:3 method="wB97M-V/def2-TZVPD" multiplicity=1 smiles=CC(C)CC#N homo_lumo_gap_ev=11.48 total_energy_ev=-6819.55694
C -0.75340 0.90020 -0.86031
C -0.57965 0.07955 0.29812
C -0.61731 -1.43687 0.09356
C 0.94367 0.44399 1.05216
C 1.90373 0.25729 0.03464
N 2.71981 0.24527 -0.79324
H -0.21850 0.40095 -1.71636
H -1.76187 0.92934 -1.25184
H -0.30463 1.98493 -0.85099
H -1.30833 0.29800 0.96090
H 0.17592 -1.61915 -0.62584
H -1.50066 -1.61584 -0.51490
H -0.60842 -1.92405 0.96770
H 0.80241 1.40849 1.35671
H 1.10723 -0.35210 1.84967

***

15
Properties=species:S:1:pos:R:3 method="wB97M-V/def2-TZVPD" multiplicity=1 homo_lumo_gap_ev=8.99 total_energy_ev=-18194.08270
C -1.35835 0.85685 0.78692
C -0.21344 0.30386 1.14976
C -1.31066 1.19430 -0.65496
C 0.59022 0.09971 -0.03232
C 0.77578 -1.98394 -0.24528
O -0.04656 0.71281 -1.11435
S 2.37434 0.46543 0.15788
H -2.11461 1.02698 1.51640
H 0.08695 -0.00592 2.18274
H -2.05181 0.72470 -1.17658
H -1.50696 2.20341 -0.76360
H 1.77247 -2.10419 -0.58113
H 0.10734 -2.47326 -1.00604
H 0.48451 -2.35752 0.71523
H 2.41078 1.33677 -0.93468

***

12
Properties=species:S:1:pos:R:3 method="wB97M-V/def2-TZVPD" multiplicity=1 smiles=C1SC[C@H]2O[C@H]12 homo_lumo_gap_ev=9.60 total_energy_ev=-17123.63499
C -0.42105 0.63199 -1.22076
S -1.51388 0.86068 0.27881
C -0.27149 -0.25209 1.32759
C 0.95615 -0.19056 0.44164
O 1.64250 -1.02754 -0.37235
C 0.37909 -0.57405 -0.80698
H 0.15590 1.57834 -1.21564
H -1.05653 0.54959 -2.11279
H -0.32766 0.17007 2.35358
H -0.68841 -1.18151 1.39983
H 1.44969 0.79656 0.59661
H -0.30430 -1.36148 -0.66955

***

47
Properties=species:S:1:pos:R:3 method="wB97M-V/def2-TZVPD" multiplicity=1 homo_lumo_gap_ev=3.55 total_energy_ev=-26617.92348
C -1.03025 3.23751 1.44376
C -2.04020 2.08808 1.27997
C -3.12254 2.23946 2.36354
C -2.73487 2.14656 -0.09349
C -1.33648 0.74904 1.47123
N -1.66742 -0.12870 2.45889
C -0.85924 -1.25898 2.39613
C 0.01561 -1.10119 1.30814
C 0.89235 -2.13994 0.98023
C 0.91653 -3.26564 1.76983
C 0.07153 -3.39258 2.87471
C -0.82824 -2.40546 3.19211
C -0.25784 0.20251 0.72719
C 0.35574 0.76667 -0.41193
C 1.48433 0.24761 -1.14531
C 2.67079 -0.18167 -0.51466
C 3.69028 -0.75156 -1.23709
C 3.58270 -0.92542 -2.61455
C 4.65981 -1.62572 -3.37408
C 2.43907 -0.45738 -3.25797
C 1.42569 0.14080 -2.55160
H -0.25067 3.20269 0.68592
H -1.52639 4.20446 1.36748
H -0.54751 3.18550 2.42007
H -3.85957 1.44049 2.28606
H -2.68108 2.20240 3.35894
H -3.64944 3.18814 2.26816
H -3.43854 1.32099 -0.20313
H -3.28992 3.07738 -0.20679
H -2.02767 2.08959 -0.91638
H -2.40318 -0.03051 3.16098
H 1.52276 -2.06039 0.11553
H 1.60480 -4.05754 1.52922
H 0.14172 -4.27034 3.49626
H -1.49069 -2.49338 4.03567
H -0.12071 1.62853 -0.84164
H 2.76683 -0.05571 0.54878
H 4.58014 -1.09057 -0.73344
H 4.45362 -1.63914 -4.44585
H 5.62321 -1.13422 -3.23048
H 4.75845 -2.66270 -3.04596
H 2.35176 -0.57413 -4.32480
H 0.53862 0.47347 -3.06144
N -2.31731 -0.48057 -2.45182
C -2.90477 0.40243 -3.10435
N -3.47045 1.24457 -3.72786
H -2.69140 -1.29543 -2.04417

***

9
Properties=species:S:1:pos:R:3 method="wB97M-V/def2-TZVPD" multiplicity=1 homo_lumo_gap_ev="6.84 / 6.85" total_energy_ev=-15040.25614
C -0.22762 -1.34450 -0.36972
C 0.15398 -0.31372 0.57214
C -0.94628 -0.37978 -0.86001
C -0.29071 0.80545 -0.33279
S -3.64496 0.12843 0.12121
H -0.23080 -2.39775 -0.38764
H -0.31509 -0.32726 1.62753
H -0.81383 1.76464 -0.10042
H 0.40434 0.98085 -1.16050